DFT (ωB97M-V/def2-TZVPD) results for the molecule C4H6N2.

Atoms and positions in Å:
H -2.073 -1.854 -0.331
H -2.217 -0.269 0.481
C -1.522 -1.015 0.099
H -0.962 -1.390 0.962
C -0.584 -0.382 -0.895
C 0.721 1.672 -0.170
H 0.684 2.755 -0.202
N 1.778 1.130 0.663
C -0.109 0.824 -0.733
H 2.637 -0.380 1.246
N 1.881 -0.106 0.608
H -0.236 -0.985 -1.728

Values from the calculation:
Lowest unoccupied orbital energy in eV: 0.33
SMILES: [H]/N=N/C=C=CC
E_tot in Eh: -265.4015

DFT (ωB97M-V/def2-TZVPD) results for the molecule C4H6N2.

Atoms and positions in Å:
N -1.176 0.142 0.004
H 1.695 -1.183 0.649
H 1.951 0.806 -1.617
H -2.794 0.566 2.637
C -0.005 -0.176 0.059
H 2.851 -0.723 -1.494
C -2.061 0.656 0.914
H -2.838 1.283 0.476
C 1.223 -0.578 -0.115
H 1.259 -0.692 -2.269
C 1.860 -0.272 -1.449
N -1.992 0.237 2.113

Values from the calculation:
Lowest unoccupied orbital energy in eV: 0.92
SMILES: [H]/N=C/N=C=CC
E_tot in Eh: -265.4453

DFT (ωB97M-V/def2-TZVPD) results for a cluster of 2 separate species, C4H6N2 in total in a non-equilibrium geometry.

Atoms and positions in Å:
H -0.705 -2.213 0.207
N -2.746 0.752 1.688
H 2.779 -0.079 0.091
C 1.111 1.161 -0.494
H 1.725 0.498 1.351
C 1.957 0.508 0.301
H 0.217 1.669 0.001
C -1.513 -0.316 -0.359
N -0.999 -1.510 -0.542
C -2.171 0.180 0.833
H 1.269 1.182 -1.591
H -0.925 -1.831 -1.486

Values from the calculation:
Lowest unoccupied orbital energy in eV: -0.36
E_tot in Eh: -265.3837